No. 1
A molecular structure, C29H18Cl3N2OPRuS7 at a distorted geometry, computed with the ωB97M-V functional and the def2-TZVPD basis.

Atoms and positions in Å:
Ru: -1.540 0.440 -0.506
Cl: -3.684 -2.852 -3.791
C: -3.041 -3.222 -2.218
C: -2.951 -4.563 -1.807
C: -2.424 -4.882 -0.592
Cl: -2.295 -6.562 -0.125
C: -1.991 -3.864 0.290
C: -1.403 -4.075 1.558
C: -1.007 -3.008 2.305
C: -1.225 -1.704 1.822
N: -1.774 -1.479 0.655
C: -2.127 -2.532 -0.134
C: -2.616 -2.177 -1.418
O: -2.662 -0.925 -1.750
H: -3.294 -5.343 -2.475
H: -1.262 -5.088 1.913
H: -0.507 -3.137 3.254
H: -0.940 -0.842 2.404
S: 0.411 7.436 0.462
C: -0.080 5.881 0.210
S: -0.851 4.915 1.406
C: -1.028 3.445 0.465
C: -0.570 3.489 -0.773
S: -0.572 2.203 -1.938
S: 0.143 5.017 -1.261
S: -1.737 2.068 1.261
S: 1.648 -1.176 3.003
P: 2.155 -0.251 1.348
S: 0.835 -0.018 -0.221
C: 2.927 1.354 1.714
C: 2.248 2.553 1.573
C: 2.889 3.752 1.881
C: 4.201 3.747 2.332
C: 4.878 2.545 2.488
C: 4.242 1.351 2.183
C: 3.473 -1.116 0.438
C: 3.717 -2.459 0.688
C: 4.647 -3.150 -0.082
C: 5.325 -2.499 -1.102
C: 5.080 -1.153 -1.357
C: 4.154 -0.460 -0.590
H: 1.233 2.548 1.209
H: 2.365 4.690 1.763
H: 4.695 4.684 2.567
H: 5.901 2.535 2.845
H: 4.768 0.410 2.300
H: 3.175 -2.948 1.489
H: 4.834 -4.200 0.109
H: 6.043 -3.040 -1.709
H: 5.600 -0.648 -2.162
H: 3.946 0.586 -0.789
Cl: -5.115 0.860 -4.829
C: -4.908 1.104 -3.125
C: -5.995 1.076 -2.275
C: -5.773 1.271 -0.923
C: -4.476 1.462 -0.481
N: -3.435 1.492 -1.313
C: -3.644 1.321 -2.614
H: -6.991 0.904 -2.667
H: -6.594 1.268 -0.220
H: -4.246 1.612 0.566
H: -2.775 1.356 -3.257

molar mass = 873.3 u
charge = -1
spin multiplicity = 2
frontier orbital gap (spin up / spin down) = 6.205 / 6.025 eV
ΔE to the lowest compared entry with this formula, charge and spin = 204.2 kJ/mol
<S²> = 0.763

=====

No. 2
2 unconnected molecules or ions with the total composition C7H14O3 at a distorted geometry, computed with the ωB97M-V functional and the def2-TZVPD basis.

Atoms and positions in Å:
C: 2.619 -0.376 0.831
C: 1.303 -0.550 0.108
O: 0.609 -1.673 0.649
C: -0.712 -1.598 0.164
C: -1.050 -0.119 0.176
C: -2.351 0.451 -0.164
O: -2.052 0.298 1.200
C: 0.288 0.625 0.183
C: 0.449 1.563 1.373
H: 2.467 -0.228 1.908
H: 3.247 -1.265 0.684
H: 3.156 0.495 0.432
H: 1.507 -0.757 -0.959
H: -0.764 -1.984 -0.870
H: -1.377 -2.201 0.794
H: -2.507 1.497 -0.449
H: -2.882 -0.151 -0.999
H: 0.366 1.215 -0.742
H: 0.397 1.019 2.326
H: 1.411 2.089 1.320
H: -0.344 2.322 1.370
O: -1.486 -0.560 -3.117
H: -0.624 -0.346 -2.589
H: -1.666 0.234 -3.627

molar mass = 146.2 u
frontier orbital gap = 10.293 eV
ΔE to the lowest compared entry with this formula, charge and spin = 263.9 kJ/mol

=====

No. 3
2 unconnected molecules or ions with the total composition C5H11S, computed with the ωB97M-V functional and the def2-TZVPD basis.

Atoms and positions in Å:
C: 0.687 0.138 0.559
C: 1.457 1.062 -0.006
C: 1.173 1.590 -1.389
C: 0.877 -0.490 1.898
H: -0.274 -0.134 0.112
H: 2.324 1.492 0.494
H: 1.073 2.677 -1.407
H: 1.909 1.245 -2.122
H: 0.231 1.150 -1.727
H: 1.686 -0.047 2.486
H: 1.087 -1.561 1.809
H: -0.075 -0.442 2.430
C: -2.395 -1.414 -0.745
S: -2.622 -0.539 0.848
H: -3.031 -2.300 -0.736
H: -2.758 -0.769 -1.552
H: -1.349 -1.659 -0.953

molar mass = 103.2 u
charge = -1
frontier orbital gap = 6.127 eV
ΔE to the lowest compared entry with this formula, charge and spin = 10.8 kJ/mol

=====

No. 4
6 unconnected molecules or ions with the total composition C18H36O18 at a distorted geometry, computed with the ωB97M-V functional and the def2-TZVPD basis.

Atoms and positions in Å:
C: -26.562 1.645 -9.501
O: -25.157 1.399 -9.557
C: -24.435 1.188 -10.604
O: -24.888 0.865 -11.716
O: -23.175 1.388 -10.300
C: -22.065 0.999 -11.098
H: -27.057 0.730 -9.827
H: -26.932 2.503 -10.062
H: -26.926 1.940 -8.516
H: -22.008 1.277 -12.150
H: -21.914 -0.077 -11.011
H: -21.153 1.422 -10.677
C: -22.105 5.014 -12.685
O: -23.185 5.609 -11.965
C: -24.372 5.048 -11.964
O: -24.678 3.992 -12.524
O: -25.293 5.846 -11.325
C: -26.676 5.600 -11.512
H: -21.144 5.481 -12.471
H: -22.303 5.198 -13.741
H: -21.884 3.970 -12.464
H: -27.345 6.241 -10.939
H: -26.949 4.600 -11.176
H: -27.007 5.637 -12.550
C: -16.562 7.770 -1.247
O: -17.177 7.121 -2.275
C: -18.079 7.800 -2.978
O: -18.436 8.986 -2.803
O: -18.629 6.990 -3.894
C: -19.703 7.446 -4.725
H: -16.416 8.844 -1.363
H: -15.638 7.220 -1.067
H: -17.082 7.864 -0.294
H: -19.897 8.516 -4.796
H: -20.660 6.990 -4.473
H: -19.546 7.074 -5.737
C: -25.030 4.751 -8.380
O: -24.308 4.352 -7.244
C: -23.022 4.345 -7.213
O: -22.213 4.509 -8.131
O: -22.688 3.999 -5.979
C: -21.332 3.736 -5.623
H: -24.870 4.117 -9.252
H: -24.719 5.762 -8.644
H: -26.086 4.844 -8.128
H: -20.938 4.649 -5.176
H: -20.732 3.416 -6.474
H: -21.351 2.912 -4.910
C: -30.154 -0.179 -4.789
O: -29.327 0.943 -5.025
C: -28.021 0.736 -5.092
O: -27.457 -0.407 -5.133
O: -27.342 1.902 -5.125
C: -25.950 1.895 -5.530
H: -31.124 0.147 -4.414
H: -29.796 -0.754 -3.935
H: -30.285 -0.744 -5.712
H: -25.297 1.425 -4.794
H: -25.540 2.897 -5.655
H: -25.720 1.280 -6.400
C: -16.914 4.723 -5.563
O: -17.767 5.100 -6.703
C: -17.991 4.198 -7.729
O: -17.797 2.997 -7.725
O: -18.813 4.761 -8.626
C: -19.598 4.063 -9.540
H: -17.532 4.157 -4.866
H: -16.444 5.579 -5.080
H: -16.076 4.075 -5.821
H: -19.045 3.233 -9.979
H: -20.088 4.855 -10.107
H: -20.434 3.576 -9.039

molar mass = 540.5 u
charge = +1
spin multiplicity = 2
frontier orbital gap (spin up / spin down) = 9.748 / 2.175 eV
ΔE to the lowest compared entry with this formula, charge and spin = 29.2 kJ/mol
<S²> = 0.758

=====

No. 5
2 unconnected molecules or ions with the total composition CH7NSi at a distorted geometry, computed with the ωB97M-V functional and the def2-TZVPD basis.

Atoms and positions in Å:
C: 0.578 -1.768 -0.304
N: -1.017 0.468 -0.561
Si: -0.045 1.332 0.382
H: 0.824 -1.337 -1.252
H: 0.948 -1.251 0.532
H: -0.220 -2.470 -0.250
H: -1.959 0.043 -0.365
H: -0.278 2.861 0.420
H: 1.258 1.469 -0.369
H: -0.090 0.654 1.765

molar mass = 61.2 u
frontier orbital gap (spin up / spin down) = 9.985 / 7.519 eV
ΔE to the lowest compared entry with this formula, charge and spin = 471.5 kJ/mol

=====

No. 6
A molecular structure, C28H42BrI2N5O2S2SiTa at a distorted geometry, computed with the ωB97M-V functional and the def2-TZVPD basis.

Atoms and positions in Å:
Ta: 1.748 1.476 -0.081
N: 6.978 -0.048 -5.706
C: 6.313 0.494 -4.684
C: 5.637 -0.328 -3.745
C: 4.964 0.224 -2.694
C: 4.950 1.621 -2.535
C: 5.621 2.456 -3.457
C: 6.277 1.902 -4.516
S: 4.213 2.382 -1.234
O: 3.818 1.325 -0.164
O: 4.907 3.522 -0.767
N: 2.614 2.698 -1.413
C: 1.700 3.049 -2.397
N: 1.953 3.698 -3.494
C: 0.869 3.891 -4.269
C: -0.397 3.444 -3.914
C: -0.537 2.762 -2.716
N: 0.531 2.561 -1.940
H: 7.050 -1.045 -5.818
H: 7.493 0.522 -6.355
H: 5.679 -1.403 -3.857
H: 4.473 -0.413 -1.970
H: 5.627 3.530 -3.322
H: 6.796 2.536 -5.222
H: 1.031 4.426 -5.196
H: -1.248 3.617 -4.555
H: -1.489 2.378 -2.373
I: 2.657 2.413 2.660
C: 1.190 3.941 2.756
I: 0.719 4.500 0.779
H: 1.624 4.782 3.286
H: 0.309 3.549 3.249
S: 1.444 -0.315 -1.639
C: 1.990 -1.285 -0.273
C: 2.231 -2.646 -0.264
C: 2.681 -3.207 0.921
C: 2.864 -2.404 2.044
C: 2.601 -1.056 1.953
N: 2.168 -0.506 0.805
H: 2.078 -3.235 -1.158
H: 2.892 -4.267 0.974
H: 3.213 -2.819 2.978
H: 2.721 -0.404 2.805
C: -4.242 -0.547 -0.996
C: -3.342 -1.510 -0.213
C: -2.023 -1.661 -0.989
C: -4.051 -2.891 -0.140
Si: -3.069 -1.054 1.595
Br: -0.510 1.105 1.020
C: -1.994 -2.167 2.663
C: -1.129 -1.422 3.690
C: -3.072 -2.999 3.419
C: -1.085 -3.126 1.888
C: -4.188 0.207 2.412
C: -4.227 1.554 1.670
C: -5.579 -0.483 2.293
C: -3.906 0.481 3.893
H: -4.402 -0.971 -1.989
H: -3.777 0.433 -1.122
H: -5.224 -0.406 -0.548
H: -2.270 -1.906 -2.025
H: -1.391 -2.461 -0.609
H: -1.443 -0.736 -0.998
H: -4.223 -3.232 -1.164
H: -5.027 -2.836 0.345
H: -3.457 -3.657 0.358
H: -1.708 -0.850 4.409
H: -0.412 -0.751 3.211
H: -0.561 -2.167 4.253
H: -3.708 -2.388 4.060
H: -2.551 -3.707 4.070
H: -3.706 -3.589 2.754
H: -0.304 -2.583 1.348
H: -1.619 -3.759 1.181
H: -0.597 -3.788 2.607
H: -4.622 1.479 0.661
H: -3.244 2.028 1.623
H: -4.884 2.225 2.226
H: -5.873 -0.697 1.264
H: -6.325 0.206 2.698
H: -5.647 -1.403 2.876
H: -2.939 0.964 4.046
H: -3.951 -0.412 4.514
H: -4.676 1.163 4.261

molar mass = 1087.6 u
charge = +3
frontier orbital gap = 5.996 eV
ΔE to the lowest compared entry with this formula, charge and spin = 173.0 kJ/mol

=====

No. 7
A single C6H10N2Si molecule at a distorted geometry, computed with the ωB97M-V functional and the def2-TZVPD basis.

Atoms and positions in Å:
N: -1.084 -1.263 -2.121
Si: 0.227 -0.973 -1.039
N: 0.370 -2.979 -0.396
C: 0.011 0.303 0.359
C: -0.813 1.408 0.053
C: -0.868 2.533 0.790
C: 0.138 2.697 1.841
C: 0.988 1.631 2.101
C: 1.019 0.471 1.344
H: -1.369 -0.883 -3.083
H: -1.942 -1.531 -1.605
H: 1.409 -0.688 -1.872
H: 1.070 -3.251 0.191
H: -0.466 -3.083 0.116
H: -1.576 1.164 -0.774
H: -1.602 3.264 0.676
H: 0.160 3.485 2.526
H: 1.652 1.614 2.975
H: 1.528 -0.400 1.578

molar mass = 138.2 u
frontier orbital gap = 9.488 eV
ΔE to the lowest compared entry with this formula, charge and spin = 0.0 kJ/mol

=====

No. 8
2 unconnected molecules or ions with the total composition C4H6Cl2Si at a distorted geometry, computed with the ωB97M-V functional and the def2-TZVPD basis.

Atoms and positions in Å:
C: 1.793 3.751 0.776
C: 1.159 -2.031 -1.258
C: 1.722 2.649 1.606
C: 0.540 -2.792 -0.449
Si: 1.501 1.048 0.792
Cl: 2.786 0.849 -0.818
Cl: 2.264 -0.504 1.971
H: 1.745 4.762 1.310
H: 1.699 3.883 -0.275
H: 2.077 -1.499 -1.179
H: 0.715 -1.503 -2.241
H: 1.514 2.955 2.559
H: 0.389 -3.384 0.356

molar mass = 153.1 u
frontier orbital gap (spin up / spin down) = 8.680 / 6.319 eV
ΔE to the lowest compared entry with this formula, charge and spin = 626.1 kJ/mol